Record 1
Entry from OMol25: C41H65AsFN3RuSi5 as an isolated structure (ωB97M-V/def2-TZVPD).

Each line ends with the Mulliken spin population.
Element x y z (Å)
Ru -0.369595 -0.134740 -0.655538  2.7917
C -2.123356 -1.373434 -5.139356  -0.0009
Si -1.096485 -1.327195 -3.553314  0.0484
C -1.209416 -3.049493 -2.796514  0.0422
C 0.685944 -1.174268 -4.142076  0.0322
C -1.703645 -0.041169 -2.308206  0.0346
C -2.777927 -0.806509 -1.561252  0.1793
C -4.043252 -1.137006 -1.928600  -0.0750
C -4.838690 -1.966439 -1.074057  0.5818
C -4.217051 -2.455923 0.093705  -0.2498
C -2.938597 -2.094994 0.425568  0.3009
N -2.208027 -1.218590 -0.364222  0.0798
Si -2.314079 1.688088 -2.789988  0.0178
C -2.830450 1.810561 -4.604661  0.0010
C -1.172506 3.175022 -2.528848  0.0147
C -3.851699 2.141135 -1.792435  -0.0070
H -1.851817 -2.277119 -5.694534  -0.0001
H -1.941073 -0.516058 -5.788046  -0.0004
H -3.193824 -1.425766 -4.927054  -0.0018
H -0.811436 -3.764096 -3.524281  0.0029
H -2.234738 -3.329841 -2.550157  0.0155
H -0.616809 -3.136675 -1.882209  -0.0270
H 0.857398 -2.012426 -4.827733  -0.0007
H 1.401251 -1.251775 -3.322180  -0.0057
H 0.909583 -0.252663 -4.680641  0.0035
H -4.426687 -0.780054 -2.878815  -0.0407
H -5.845503 -2.253029 -1.342197  0.0530
H -4.739697 -3.140825 0.753312  -0.0074
H -2.445294 -2.463433 1.314086  0.0498
H -1.977754 1.681986 -5.277408  -0.0002
H -3.235809 2.812917 -4.775302  0.0001
H -3.593854 1.080261 -4.880786  -0.0004
H -0.940952 3.649911 -3.486395  0.0019
H -0.229419 2.947996 -2.041890  -0.0163
H -1.706019 3.910009 -1.917314  -0.0002
H -4.678373 1.439493 -1.889612  0.0117
H -4.178018 3.127562 -2.140061  -0.0009
H -3.611089 2.232441 -0.730849  -0.0018
C 1.030913 0.865979 -1.705667  0.2130
C 1.897128 1.538355 -2.257128  0.1350
C 2.931473 2.271308 -2.832619  0.1685
C 4.257245 2.171532 -2.227153  0.0334
C 5.435442 2.444796 -2.938523  0.0975
C 6.679474 2.297219 -2.346385  -0.0591
C 6.789706 1.869848 -1.030390  0.1064
C 5.633275 1.572801 -0.317530  -0.0611
C 4.389308 1.713690 -0.904365  0.0851
C 2.624159 3.115127 -3.985877  0.0322
C 1.526864 2.799257 -4.805043  0.0671
C 1.179721 3.594436 -5.881273  -0.0687
C 1.906897 4.743540 -6.170210  0.0998
C 2.976717 5.088383 -5.356060  -0.0556
C 3.331479 4.290680 -4.280060  0.1017
H 5.378552 2.739558 -3.977855  0.0047
H 7.571059 2.505506 -2.925830  -0.0025
H 7.763438 1.752913 -0.571391  0.0093
H 5.698094 1.220805 0.705046  -0.0020
H 3.495491 1.455182 -0.349197  0.0326
H 0.945481 1.917645 -4.569194  0.0415
H 0.328805 3.318854 -6.493142  -0.0008
H 1.634275 5.368727 -7.011357  0.0079
H 3.533752 5.997351 -5.550897  -0.0018
H 4.143278 4.599920 -3.635119  0.0036
C -1.954471 -4.833276 3.524819  -0.0034
Si -1.549064 -3.262955 4.475914  -0.0003
C -3.126058 -2.281368 4.764654  0.0004
C -0.891782 -3.771675 6.165986  -0.0002
As -0.231798 -1.948090 3.063063  0.0042
Si 0.539763 -0.237178 4.471636  -0.0051
C 1.878571 0.690936 3.543876  0.0030
C 1.224099 -0.752274 6.151247  0.0001
C -0.938355 0.903642 4.751919  -0.0010
Si 1.623701 -3.338703 2.670548  -0.0096
C 1.107162 -4.436537 1.241420  0.0193
C 2.103201 -4.450657 4.118104  0.0002
C 3.132874 -2.348178 2.185637  -0.0007
H -2.811171 -5.326276 3.996182  0.0000
H -1.118634 -5.537186 3.535593  0.0007
H -2.211496 -4.625944 2.484225  0.0098
H -3.857350 -2.883014 5.313641  0.0000
H -3.571584 -1.976954 3.814520  0.0038
H -2.927949 -1.377075 5.345666  -0.0005
H -1.600262 -4.491766 6.591520  0.0000
H -0.827219 -2.925364 6.850733  0.0001
H 0.085771 -4.250135 6.120722  0.0001
H 2.847934 0.205728 3.659946  -0.0002
H 1.962631 1.701566 3.957390  -0.0002
H 1.646557 0.750606 2.477918  -0.0034
H 1.897254 -1.609034 6.084304  0.0001
H 0.425264 -1.000083 6.852808  0.0000
H 1.787537 0.087766 6.571762  0.0000
H -1.831924 0.543144 4.238343  0.0010
H -0.720707 1.902653 4.363534  -0.0002
H -1.164629 0.999714 5.817574  0.0000
H 0.256394 -5.072016 1.497535  0.0006
H 1.939621 -5.080955 0.941270  0.0002
H 0.822189 -3.826707 0.381154  -0.0087
H 1.359910 -5.234159 4.285337  0.0000
H 2.220700 -3.890538 5.047919  0.0000
H 3.057208 -4.939402 3.894823  0.0000
H 2.913392 -1.680440 1.352327  -0.0023
H 3.918180 -3.055461 1.897761  -0.0001
H 3.517241 -1.748219 3.009643  -0.0002
N -2.900005 0.929821 1.603256  0.0195
C -2.015605 1.956252 1.516063  -0.0139
C -2.230992 3.160834 2.215243  0.0018
C -1.263980 4.131414 2.179031  -0.0013
C -0.088910 3.911235 1.458864  0.0039
C 0.029006 2.720840 0.778896  0.0182
N -0.910517 1.765545 0.785621  0.0593
H -3.840812 1.141727 1.883939  0.0060
H -2.779159 0.151177 0.958015  -0.0339
H -3.140723 3.288119 2.787718  -0.0007
H -1.413583 5.059825 2.717229  -0.0001
H 0.699334 4.648446 1.410828  0.0016
H 0.902015 2.499025 0.176196  -0.0137
F 1.037968 -0.525669 0.643206  0.1314

Cartesian forces (eV/Å) of the 2 atoms listed first:
0.042 -0.015 -0.395
-0.068 -0.112 0.068

The spin multiplicity is 6. The calculation puts the LUMO energy (alpha / beta) at 2.52 / 1.64 eV. Its expectation value of S² is 8.82. The frontier orbital gap (alpha / beta) comes out at 4.354 / 6.920 eV. Its charge is -1.


Record 2
Entry from OMol25: C23H41N2Re as an isolated structure (ωB97M-V/def2-TZVPD).

Each line ends with the Mulliken spin population.
Element x y z (Å)
Re 0.496067 -0.123664 0.303303  2.1549
C 1.458392 -0.176250 -1.670802  -0.1310
C 0.414400 -1.147069 -1.673652  0.0000
C -0.840471 -0.407489 -1.518041  -0.0426
C -0.474442 0.972449 -1.361509  -0.0921
C 0.932093 1.134924 -1.507357  0.0897
C 1.720786 2.414895 -1.429847  0.0015
C 0.879510 3.541768 -0.832275  -0.0050
C 2.986178 2.187148 -0.593855  0.0318
C 2.111062 2.761609 -2.882097  0.0026
C -2.312865 -0.802584 -1.429164  -0.0224
C -2.816801 -0.852596 -2.891411  0.0026
C -2.568362 -2.129790 -0.715571  0.0012
C -3.131015 0.275640 -0.706685  0.0240
C 0.742771 -2.619874 -1.960300  -0.0214
C 2.200340 -2.748750 -2.430902  0.0031
C -0.142008 -3.147642 -3.096702  -0.0011
C 0.616999 -3.459228 -0.677229  0.0245
H 2.493914 -0.415824 -1.847115  -0.0097
H -1.169914 1.777009 -1.192582  -0.0061
H 0.537127 3.303203 0.182516  0.0005
H 0.007902 3.773818 -1.445112  0.0004
H 1.477328 4.450089 -0.770316  -0.0006
H 2.746236 1.881908 0.436890  -0.0122
H 3.549180 3.117075 -0.517741  0.0000
H 3.649053 1.439920 -1.029532  0.0002
H 1.231454 2.930361 -3.504047  -0.0004
H 2.717238 1.976466 -3.334950  -0.0001
H 2.699259 3.679891 -2.879445  0.0003
H -2.297214 -1.599111 -3.486347  0.0010
H -2.707766 0.116565 -3.380395  -0.0008
H -3.877678 -1.105098 -2.884963  -0.0002
H -2.160247 -2.991647 -1.229319  0.0070
H -3.644591 -2.280397 -0.637996  -0.0005
H -2.174514 -2.118205 0.309783  -0.0089
H -3.162275 1.223665 -1.242735  0.0005
H -2.762820 0.457963 0.305938  -0.0082
H -4.160783 -0.068228 -0.626823  -0.0003
H 2.387758 -2.184274 -3.345923  0.0004
H 2.395620 -3.796880 -2.651194  -0.0003
H 2.921603 -2.451971 -1.666331  -0.0005
H -0.036994 -2.529479 -3.990157  0.0003
H -1.194286 -3.211724 -2.842296  0.0007
H 0.189753 -4.152862 -3.355910  -0.0004
H 1.316098 -3.097269 0.089874  -0.0007
H 0.913260 -4.487698 -0.886038  -0.0008
H -0.386532 -3.488974 -0.261405  0.0055
C 1.056393 1.352520 2.941844  0.0865
C 0.833720 1.699344 4.481775  0.0178
N -0.349859 0.968360 4.827932  0.6365
C -1.546018 1.432855 4.195702  0.0181
C -1.330057 1.057864 2.656075  0.1079
N -0.005738 0.412831 2.479065  -0.0210
C 0.043923 -0.827454 3.309861  0.0901
C -0.189290 -0.459142 4.840660  0.0131
H 2.036637 0.890059 2.820317  -0.0012
H 1.006779 2.265772 2.350978  0.0131
H 0.676903 2.767103 4.618029  0.0074
H 1.676958 1.360192 5.079503  0.0065
H -1.652077 2.508327 4.320769  0.0061
H -2.415181 0.916193 4.597411  0.0084
H -1.375755 1.958920 2.047591  0.0060
H -2.109816 0.366382 2.347969  -0.0057
H 1.019423 -1.302803 3.199373  -0.0009
H -0.735653 -1.512620 2.978166  0.0105
H 0.675005 -0.736193 5.440352  0.0076
H -1.086124 -0.940293 5.224391  0.0067

Cartesian forces (eV/Å) of the 2 atoms listed first:
-0.404 0.299 0.656
0.099 -0.053 -0.520

The spin multiplicity is 4. The calculation puts the LUMO energy (alpha / beta) at -11.04 / -12.92 eV. Its expectation value of S² is 3.79. The frontier orbital gap (alpha / beta) comes out at 8.403 / 5.618 eV. Its charge is +3.


Record 3
Entry from OMol25: CH2N2O as an isolated structure (ωB97M-V/def2-TZVPD).

Each line ends with the Löwdin charge.
Element x y z (Å)
C 0.006244 -1.285503 -0.797388  -0.1275
N -0.458209 -2.136281 -1.366470  0.0512
N 0.205675 0.964892 0.745876  -0.0391
O 0.789453 -0.076974 0.318996  -0.1562
H 0.188257 1.711327 -0.033652  0.1513
H -0.731419 0.822539 1.132637  0.1202

Cartesian forces (eV/Å) of the 2 atoms listed first:
2.336 5.297 3.638
-1.503 -2.848 -1.936

The calculation puts the LUMO energy at -1.15 eV. The frontier orbital gap comes out at 9.648 eV.


Record 4
Entry from OMol25: C6H12N2 in the gas phase (ωB97M-V/def2-TZVPD).

Each line ends with the Löwdin charge.
Element x y z (Å)
C -1.339749 0.740125 -1.412740  -0.0215
C -0.011911 0.972241 1.743833  -0.0738
C 0.017932 -2.273418 1.596980  -0.1736
N 0.011913 0.833581 -0.787596  -0.1124
C 0.029514 -0.026235 0.628704  -0.3294
C 0.046086 -1.314796 0.446274  -0.1537
C 1.049200 0.311681 -1.675562  -0.2270
N 1.490311 1.026898 -2.608605  0.1317
H 0.223523 1.817110 -0.614057  0.1527
H 2.214997 0.534332 -3.128899  0.0602
H 1.266650 -0.723061 -1.400647  0.1008
H -2.064820 1.164696 -0.720332  0.0945
H -1.345937 1.276784 -2.361351  0.0887
H -1.545599 -0.318730 -1.551315  0.0879
H -0.020716 0.433225 2.692488  0.0688
H 0.861192 1.637331 1.756299  0.0730
H -0.907433 1.606275 1.724061  0.0698
H 0.883096 -2.942407 1.552281  0.0562
H -0.002205 -1.828235 2.607403  0.0497
H -0.856045 -2.927398 1.512781  0.0574

Cartesian forces (eV/Å) of the 2 atoms listed first:
0.204 -0.026 0.067
-0.005 0.067 0.026

The calculation puts the LUMO energy at 0.83 eV. The frontier orbital gap comes out at 7.596 eV.


no.,E (hartree)
1,-5643.69560
2,-1087.60043
3,-223.86709
4,-345.17855